178
Properties=species:S:1:pos:R:3:forces:R:3 method="wB97M-V/def2-TZVPD" largest_force_ev_per_a=5.43 gap_ha=0.17215 total_charge=-1 total_energy_ev=-119371.8665
C -19.0620 -16.6967 8.3868 1.224 -1.975 0.220
C -17.9643 -17.8224 8.8242 -0.926 0.561 -0.391
C -18.1600 -19.1868 8.1049 -0.988 1.925 -0.509
C -17.2425 -20.3211 8.4407 -0.246 -0.818 -0.127
N -16.2888 -20.7375 7.3280 0.613 0.715 -0.889
C -17.0639 -20.8744 5.9267 0.606 -1.270 1.157
C -16.2824 -21.9997 5.1707 -0.250 1.588 0.627
C -15.4161 -22.7162 6.2265 -0.148 -0.961 -0.412
C -15.7804 -22.1758 7.6162 0.711 0.740 -1.324
C -15.1245 -19.6090 7.1349 -0.946 -0.378 -0.129
C -14.4795 -19.0690 8.4456 -1.275 0.410 0.173
C -13.3042 -18.1142 8.2329 -0.557 -0.396 -0.961
H -18.5253 -15.7713 8.1778 -0.228 -0.022 -0.134
H -19.8947 -16.5011 9.0625 0.268 -0.249 0.308
H -19.5029 -17.1368 7.4923 -0.149 0.594 -0.296
H -17.9292 -18.0080 9.8977 -0.003 0.291 0.107
H -17.0137 -17.4168 8.4778 0.220 0.002 0.316
H -18.1540 -18.9366 7.0440 0.359 -0.142 -0.255
H -19.2022 -19.4886 8.2085 -0.043 -0.250 0.516
H -17.8641 -21.2059 8.5779 0.057 -0.155 0.057
H -16.7036 -20.1943 9.3797 0.285 0.080 -0.247
H -17.1742 -19.9521 5.3564 0.594 0.154 0.438
H -18.0872 -21.1618 6.1684 0.118 -0.265 0.335
H -15.6753 -21.4547 4.4479 0.161 -0.461 -0.205
H -16.9939 -22.6388 4.6477 0.191 -0.065 0.095
H -14.3574 -22.7153 5.9675 0.052 0.637 0.203
H -15.6355 -23.7831 6.1851 -0.218 -0.052 0.223
H -14.9260 -22.1514 8.2926 -0.128 0.298 0.058
H -16.5411 -22.8276 8.0459 -0.436 0.668 0.123
H -15.6530 -18.9079 6.4890 -0.585 0.899 1.075
H -14.4196 -19.8190 6.3305 0.552 -1.556 0.487
H -14.2090 -19.8648 9.1396 0.100 -0.262 -0.236
H -15.2420 -18.4980 8.9754 -0.187 -0.168 0.058
H -12.9607 -17.5864 9.1226 0.123 -0.799 0.244
H -13.6140 -17.2891 7.5915 0.029 -0.113 -0.454
H -12.5686 -18.7387 7.7260 0.702 0.649 0.143
O -21.7345 -17.8513 13.5374 0.985 0.180 -1.089
C -21.3420 -18.0878 12.2059 -1.616 -2.061 2.149
C -20.8290 -19.6057 11.8524 1.163 -0.536 1.324
O -21.3546 -20.8792 12.2658 -0.086 0.605 -0.414
H -20.6006 -17.3174 11.9939 1.149 -0.304 -1.046
H -22.1567 -17.9623 11.4927 -0.743 0.436 -0.386
H -19.8244 -19.6363 12.2742 0.860 0.440 0.251
H -20.6314 -19.6336 10.7808 -0.242 0.292 -0.990
C -22.6724 -13.5179 7.6476 -0.462 -2.770 1.388
C -22.1763 -14.6397 6.9619 0.547 -0.528 -0.637
C -22.3763 -15.9620 7.3798 -2.353 -0.038 1.689
C -23.1289 -16.1336 8.5554 0.588 -0.288 0.288
C -23.6123 -15.0973 9.3330 0.725 1.014 -0.710
C -23.3876 -13.8062 8.8672 0.996 2.228 -1.415
O -23.8730 -12.7080 9.5567 -0.772 -0.626 0.674
O -22.0622 -17.1000 6.6952 1.929 1.322 -0.935
H -22.4862 -12.5239 7.2685 -0.134 0.076 0.220
H -21.5964 -14.5580 6.0545 0.029 0.445 -0.256
H -23.2350 -17.1272 8.9651 -0.112 -0.332 -0.131
H -24.0344 -15.2619 10.3133 -0.194 0.145 -0.069
H -23.2834 -11.9518 9.6033 0.393 -0.298 -0.304
H -22.6241 -17.8564 6.8789 -0.606 0.280 0.138
C -18.7000 -24.2939 9.2499 -0.876 1.377 2.097
C -18.8381 -24.5525 7.9134 2.249 -1.916 2.110
C -19.6339 -23.8079 7.1683 -1.628 2.248 -2.145
C -20.3762 -22.7715 7.7038 0.182 0.292 1.088
C -20.2214 -22.4213 9.0575 -0.826 -0.902 -0.935
C -19.4532 -23.2410 9.8763 0.679 -0.180 -0.233
O -19.3775 -23.0309 11.2158 1.616 -1.202 -0.442
O -19.6123 -24.0282 5.8207 -0.038 -0.520 -1.163
H -18.0205 -24.8928 9.8381 -0.110 -0.043 0.258
H -18.2505 -25.3933 7.5754 -0.086 0.066 -0.696
H -21.1505 -22.2722 7.1401 0.121 0.211 -0.332
H -20.8758 -21.6497 9.4354 0.157 0.142 0.465
H -20.0394 -22.4411 11.5841 -1.227 1.343 0.032
H -19.8655 -23.2383 5.3374 -0.288 0.008 0.159
C -17.2850 -22.8159 15.7842 -2.416 0.753 -1.289
C -18.4317 -22.3449 15.1053 0.457 -0.521 0.671
C -19.7388 -22.7107 15.5010 0.322 1.380 -0.627
C -19.8782 -23.4468 16.6824 1.371 -0.424 -0.484
C -18.7298 -23.8573 17.4205 -1.337 0.599 -1.587
C -17.4423 -23.6135 16.8935 -2.203 0.301 -0.909
O -16.3562 -24.2435 17.2970 2.858 -1.377 2.583
O -20.8506 -22.2752 14.8172 0.611 -1.394 1.552
H -16.3511 -22.5944 15.2890 0.378 -0.201 0.457
H -18.2020 -21.7406 14.2401 -0.577 0.248 -0.245
H -20.8279 -23.9248 16.8723 -0.265 0.489 0.497
H -19.0438 -24.3965 18.3020 1.016 -0.428 0.192
H -16.0947 -25.0114 16.7836 -0.440 0.172 -0.229
H -20.6462 -21.7529 14.0380 -0.009 0.901 -0.884
C -23.4055 -20.0218 8.2033 -0.681 -0.736 0.858
C -23.8083 -20.9082 9.2235 -0.528 -0.617 -2.130
C -24.9837 -21.6931 9.0470 -0.010 2.153 0.886
C -25.9047 -21.3952 8.0252 1.408 1.024 -1.270
C -25.5331 -20.4122 7.0689 1.632 -0.913 0.933
C -24.2633 -19.7795 7.1343 -1.604 -0.967 1.164
O -23.9757 -18.8130 6.2158 0.239 0.075 -0.468
O -25.3746 -22.4794 10.0673 -0.714 -0.902 -0.136
H -22.4581 -19.5299 8.3674 0.076 0.354 -0.295
H -23.1603 -21.0724 10.0717 0.025 0.034 0.338
H -26.8511 -21.8871 7.8555 0.012 -0.215 0.528
H -26.1218 -20.2226 6.1836 -0.410 0.065 0.062
H -24.8253 -18.5384 5.8631 0.091 0.316 -0.268
H -24.8001 -22.3636 10.8276 0.450 -0.007 0.367
C -20.2510 -14.3359 11.4532 -0.228 -0.213 0.248
C -19.7857 -13.3916 10.5750 -1.061 0.806 0.132
C -20.2130 -12.0372 10.7017 2.140 -1.143 -0.508
C -20.9113 -11.6424 11.8220 0.306 -0.516 0.570
C -21.2110 -12.5978 12.8178 -1.018 -1.011 -1.197
C -20.9962 -13.9713 12.5689 0.557 0.893 1.086
O -21.3295 -14.9256 13.5270 0.497 1.779 -0.930
O -19.6748 -11.1145 9.7895 -0.777 0.106 0.535
H -20.0410 -15.3824 11.2885 0.186 -0.163 0.067
H -19.1249 -13.7684 9.8083 -0.032 0.455 -0.452
H -21.0956 -10.5930 11.9991 -0.145 0.062 -0.070
H -21.8528 -12.3392 13.6471 0.304 0.238 0.281
H -21.5456 -15.7214 13.0354 -0.157 -1.701 0.375
H -18.7914 -11.4173 9.5670 -0.030 -0.065 -0.092
C -17.0624 -18.8184 15.4770 0.834 -0.834 0.123
C -15.8328 -18.2718 15.0305 -0.882 -1.286 2.207
C -15.8851 -17.2116 14.2377 -0.236 2.182 -1.138
C -17.0639 -16.5972 13.9016 -1.565 0.312 -1.008
C -18.2537 -17.1684 14.2396 0.651 -0.235 -1.041
C -18.2457 -18.3478 14.9656 -1.397 1.125 0.351
O -19.4857 -18.7508 15.2640 1.043 -2.205 1.560
O -14.7540 -16.6199 13.7515 1.970 0.170 -0.342
H -17.0534 -19.6035 16.2186 -0.095 -0.198 -0.054
H -14.8980 -18.4570 15.5386 0.131 -0.675 -0.220
H -17.1269 -15.7205 13.2742 0.491 0.228 -0.121
H -19.2159 -16.8927 13.8341 -0.097 0.696 0.128
H -20.1305 -18.3596 14.6701 -1.523 0.449 -0.921
H -14.7808 -15.6781 13.9354 -0.008 0.033 -0.091
C -16.4518 -21.2009 11.8090 2.613 1.950 0.340
C -15.6694 -20.0272 11.8415 0.802 -1.438 -1.191
C -14.2453 -20.0938 11.8212 -1.842 1.066 0.629
C -13.6065 -21.2999 11.8182 0.464 0.120 0.079
C -14.3765 -22.4453 11.9300 0.791 -1.174 0.162
C -15.7214 -22.4249 11.9541 -2.978 1.745 -0.116
O -16.4934 -23.5168 12.1618 0.474 -0.426 -0.096
O -13.5843 -18.8971 11.7887 1.417 -0.220 -0.739
H -17.5130 -21.0222 11.7176 -0.345 -0.775 0.147
H -16.0228 -19.0362 11.5977 -0.705 0.097 0.496
H -12.5305 -21.3870 11.7857 0.091 0.189 0.090
H -13.9493 -23.4198 12.1151 0.421 -0.058 -0.202
H -17.3524 -23.0962 12.2440 -0.986 -0.879 0.072
H -13.9517 -18.1895 12.3233 -0.564 -0.050 0.387
C -21.6675 -25.8287 12.4518 -1.520 1.437 -0.152
C -21.8648 -24.4346 12.6827 -0.970 -0.760 -0.866
C -23.1691 -23.8617 12.5352 0.623 -1.774 0.597
C -24.2530 -24.7197 12.2841 0.518 -0.164 -0.860
C -24.0472 -26.0469 11.9464 0.010 1.104 0.796
C -22.7816 -26.5952 12.0883 -0.270 1.624 0.645
O -22.7724 -27.9326 12.1420 0.791 -2.284 -0.143
O -23.4401 -22.5693 12.7348 -0.815 -0.334 -0.218
H -20.7070 -26.2989 12.6022 0.141 0.024 0.016
H -21.0168 -23.8150 12.9346 -0.178 0.021 0.132
H -25.2809 -24.3885 12.2776 0.052 0.531 0.002
H -24.9344 -26.6406 11.7822 0.247 -0.430 -0.109
H -22.1798 -28.1371 12.8691 0.109 -0.497 -0.109
H -22.6241 -22.0839 12.5934 1.075 1.873 0.001
C -28.0756 -19.0035 9.8260 0.171 0.693 0.486
C -27.3922 -19.3691 10.9873 1.127 1.354 -1.954
C -26.1880 -18.6846 11.2908 -0.255 0.675 -1.062
C -25.6561 -17.6359 10.4539 -2.697 -0.459 -0.603
C -26.4636 -17.2340 9.3396 0.630 -1.419 1.577
C -27.6364 -17.9095 9.0426 0.697 -0.478 0.560
O -28.3572 -17.5456 7.9563 -1.783 -0.389 -0.972
O -25.5618 -19.0414 12.4076 1.259 0.176 0.850
H -28.9985 -19.5382 9.6565 -0.094 0.148 -0.627
H -27.6794 -20.2716 11.5064 -0.055 0.133 0.360
H -24.8157 -16.9748 10.6061 0.235 -0.806 0.806
H -26.1484 -16.4184 8.7058 0.117 0.150 -0.013
H -27.9604 -16.9402 7.3257 0.551 0.013 0.565
H -26.0491 -19.7334 12.8607 0.056 -0.075 0.028
C -24.6808 -14.9095 14.5972 -3.516 0.233 2.047
O -25.8154 -14.7045 14.9766 -2.405 0.963 -0.058
N -23.9079 -14.0770 13.9933 1.751 4.377 -2.689
N -24.0702 -15.9896 14.8604 2.893 -4.213 0.911
H -22.9104 -14.2202 14.0608 -0.250 0.367 -0.462
H -24.3258 -13.2350 13.6239 0.369 -0.133 0.230
H -24.4719 -16.7188 15.4322 0.419 0.200 -0.385
H -23.1244 -15.9496 14.5084 0.083 -1.940 0.471